The following is a quantum chemistry calculation of a cluster of 2 separate species, C3H9N2O in total in a non-equilibrium geometry, from OMol25.

Values from the calculation:
Relative energy (zero: lowest compared OMol25 entry of this formula, charge and spin) ... 77.0 kcal per mole
2S+1 ... 3
Total charge ... +1
Expectation value of S² ... 2.105
Strongest force on any atom ... 3.9 eV/A
Kohn-Sham gap (spin up / spin down) ... 7.97 / 8.32 eV
Molecular weight ... 89.12 g mol⁻¹

CARTESIAN COORDINATES (ANGSTROEM)
C1 -0.469263 -1.222826 0.145415
C2 2.461450 -0.230806 0.361232
C3 -1.640177 -0.433879 -0.152374
N1 1.302226 -0.149501 -0.559887
N2 -1.484632 1.087959 -0.006371
O1 0.953462 0.981065 -0.942629
H1 -0.550492 -2.255413 0.098847
H2 2.352220 -1.187229 0.851628
H3 2.384010 0.625201 1.043786
H4 3.377318 -0.201253 -0.333971
H5 -2.322801 -0.833524 0.657324
H6 -2.094154 -0.642279 -1.242066
H7 -0.561183 1.298209 -0.395515
H8 -1.525066 1.470139 1.014134
H9 -2.182918 1.694130 -0.539548

Cartesian forces, eV/Å:
C 2.3 2.9 -0.9
C 0.2 0.3 -1.4
C -2.3 -0.2 -0.7
N -1.8 -0.1 0.1
N -1.5 1.3 1.5
O 0.7 -1.1 0.4
H 0.5 -1.9 0.0
H 0.4 -0.1 0.2
H 0.4 -0.3 -0.1
H -1.2 0.0 1.3
H -0.2 0.9 -1.2
H 0.9 0.5 2.3
H 0.6 0.3 -0.2
H 0.2 -1.2 -2.1
H 0.9 -1.4 0.7

Here are the natural (NBO) charges for atoms 1 to 8, given in e: 0.0003, -0.4785, -0.3863, 0.1651, -0.7173, -0.3875, 0.1849, 0.2343